(1)
C5H16N2O | ωB97M-V/def2-TZVPD

Computed properties:
total charge = 0
SMILES string = NCCCCCN.O
energy above the lowest of the compared OMol25 structures with the same formula, charge and spin = 181.41 kJ/mol
gap between HOMO and LUMO = 0.360 hartree
LUMO energy = 0.682 eV

Each atom is followed by the atoms it is bonded to, with distances in Å.
CARTESIAN COORDINATES (ANGSTROEM)
1 N -1.508 -0.219 -2.004  C2 1.549, H8 0.976, H9 0.987
2 C -1.304 -1.444 -1.077  N1 1.549, C3 1.544, H10 1.202, H11 1.034
3 C -0.791 -1.169 0.353  C2 1.544, C4 1.566, H12 1.088, H13 1.125
4 C -0.498 0.317 0.746  C3 1.566, C5 1.580, H14 1.154, H15 1.074
5 C 0.975 0.704 0.327  C4 1.580, C6 1.527, H16 1.114, H17 1.093
6 C 2.082 -0.202 0.860  C5 1.527, N7 1.479, H18 1.156, H19 1.060
7 N 1.741 -1.045 2.026  C6 1.479, H20 0.956, H21 1.014
8 H -2.195 0.409 -1.708  N1 0.976
9 H -0.637 0.225 -2.141  N1 0.987
10 H -0.346 -1.968 -1.577  C2 1.202
11 H -2.136 -2.055 -1.019  C2 1.034
12 H 0.103 -1.761 0.536  C3 1.088
13 H -1.563 -1.573 1.065  C3 1.125
14 H -1.225 1.097 0.305  C4 1.154
15 H -0.618 0.366 1.813  C4 1.074
16 H 1.010 0.585 -0.780  C5 1.114
17 H 1.153 1.749 0.596  C5 1.093
18 H 2.300 -0.990 0.044  C6 1.156
19 H 2.976 0.321 1.089  C6 1.060
20 H 0.900 -0.857 2.441  N7 0.956
21 H 2.545 -1.023 2.643  N7 1.014
22 O -0.977 3.052 -1.861  H23 0.964, H24 1.000
23 H -0.243 2.894 -1.256  O22 0.964
24 H -1.746 2.587 -1.423  O22 1.000

These are the Löwdin partial charges, in e, on atoms 1 to 5: 0.012 -0.206 -0.219 -0.194 -0.199


(2)
C5H16N2O | ωB97M-V/def2-TZVPD

Computed properties:
total charge = 0
SMILES string = C[C@@H](N)CCCN.O
energy above the lowest of the compared OMol25 structures with the same formula, charge and spin = 57.59 kJ/mol
gap between HOMO and LUMO = 0.364 hartree
LUMO energy = 0.837 eV

Each atom is followed by the atoms it is bonded to, with distances in Å.
CARTESIAN COORDINATES (ANGSTROEM)
1 C 2.575 0.670 0.049  C2 1.513, H8 1.086, H9 1.081, H10 1.094
2 C 1.085 0.926 0.093  C1 1.513, N3 1.493, C4 1.539, H11 1.089
3 N 0.622 1.957 -0.883  C2 1.493, H12 1.009, H13 1.006
4 C 0.270 -0.360 -0.135  C2 1.539, C5 1.540, H14 1.100, H15 1.088
5 C 0.386 -1.293 1.086  C4 1.540, C6 1.553, H16 1.084, H17 1.091
6 C -0.948 -1.277 1.879  C5 1.553, N7 1.468, H18 1.095, H19 1.095
7 N -2.070 -1.926 1.190  C6 1.468, H20 1.010, H21 1.009
8 H 3.118 1.594 0.218  C1 1.086
9 H 2.880 0.144 -0.845  C1 1.081
10 H 2.851 0.104 0.944  C1 1.094
11 H 0.773 1.335 1.053  C2 1.089
12 H 0.948 2.852 -0.550  N3 1.009
13 H 1.054 1.751 -1.768  N3 1.006
14 H 0.681 -0.812 -1.050  C4 1.100
15 H -0.760 -0.099 -0.371  C4 1.088
16 H 0.587 -2.333 0.856  C5 1.084
17 H 1.093 -0.876 1.804  C5 1.091
18 H -1.323 -0.288 2.165  C6 1.095
19 H -0.779 -1.760 2.848  C6 1.095
20 H -1.769 -2.687 0.598  N7 1.010
21 H -2.562 -1.238 0.639  N7 1.009
22 O -3.218 0.938 -3.302  H23 0.965, H24 0.967
23 H -3.146 1.846 -3.623  O22 0.965
24 H -2.348 0.832 -2.893  O22 0.967

These are the Löwdin partial charges, in e, on atoms 1 to 5: -0.071 -0.467 0.026 -0.187 -0.185


(3)
C5H16N2O | ωB97M-V/def2-TZVPD

Computed properties:
total charge = 0
SMILES string = CC[C@@H](CN)NC.O
energy above the lowest of the compared OMol25 structures with the same formula, charge and spin = 76.20 kJ/mol
gap between HOMO and LUMO = 0.351 hartree
LUMO energy = 0.897 eV

Each atom is followed by the atoms it is bonded to, with distances in Å.
CARTESIAN COORDINATES (ANGSTROEM)
1 C -0.593 -2.396 1.011  C2 1.537, H8 1.097, H9 1.085, H10 1.094
2 C -0.955 -0.912 1.183  C1 1.537, C3 1.552, H11 1.088, H12 1.094
3 C 0.052 -0.025 0.403  C2 1.552, C4 1.509, N6 1.447, H13 1.097
4 C -0.504 0.233 -0.976  C3 1.509, N5 1.468, H14 1.099, H15 1.097
5 N 0.516 0.792 -1.872  C4 1.468, H16 1.000, H17 1.008
6 N 0.453 1.192 1.074  C3 1.447, C7 1.427, H18 1.001
7 C -0.350 2.364 0.942  N6 1.427, H19 1.086, H20 1.095, H21 1.111
8 H -1.165 -3.053 1.678  C1 1.097
9 H -0.688 -2.745 -0.013  C1 1.085
10 H 0.399 -2.603 1.421  C1 1.094
11 H -0.989 -0.688 2.247  C2 1.088
12 H -1.960 -0.752 0.782  C2 1.094
13 H 0.947 -0.635 0.228  C3 1.097
14 H -1.468 0.754 -0.891  C4 1.099
15 H -0.849 -0.718 -1.401  C4 1.097
16 H 0.107 1.255 -2.658  N5 1.000
17 H 0.968 1.504 -1.321  N5 1.008
18 H 0.854 1.018 1.974  N6 1.001
19 H -0.018 3.148 1.616  C7 1.086
20 H -0.431 2.818 -0.051  C7 1.095
21 H -1.419 2.203 1.198  C7 1.111
22 O 2.735 -1.017 -2.308  H23 0.951, H24 0.966
23 H 2.287 -0.185 -2.415  O22 0.951
24 H 2.072 -1.552 -1.852  O22 0.966

These are the Löwdin partial charges, in e, on atoms 1 to 5: -0.113 -0.203 -0.383 -0.258 0.017